{
  "formula": "C4H5OP",
  "method": "ωB97M-V with the def2-TZVPD basis set",
  "symbols": ["C", "C", "C", "C", "O", "P", "H", "H", "H", "H", "H"],
  "coordinates": [[-1.279010, -0.645957, -0.005202], [-1.562829, 0.725263, -0.117119], [0.065676, -1.061512, -0.005696], [0.175874, 1.628076, 0.014179], [2.615439, -0.192195, 0.172568], [1.056833, 0.217265, -0.481050], [-2.055954, -1.537437, 0.096531], [-2.384654, 1.392251, 0.073161], [0.292475, -2.076136, 0.066545], [0.345066, 2.424785, -0.655990], [2.731081, -0.874404, 0.842074]],
  "atomic_forces_ev_per_a": [[-1.772, -0.894, 0.235], [5.626, 0.642, 0.975], [-1.805, 1.096, -0.593], [-3.818, -3.297, -0.097], [-1.198, 1.400, -1.432], [2.532, -1.321, 1.720], [1.227, 2.396, -0.154], [-0.304, -0.280, -0.457], [0.602, -1.378, 0.170], [-0.310, 1.521, -0.386], [-0.780, 0.115, 0.018]],
  "e_tot_ev": -15560.222,
  "orbital_gap_ha": [0.269, 0.262],
  "e_lumo_ev": [-1.0078, -1.0961]
}